1.
ORCA calculation (ωB97M-V/def2-TZVPD) on a molecular structure, CH2Cl3OP at a distorted geometry.

Atoms and positions in Å:
C  0.25609  -0.36449  -0.23560
O  2.38620  -0.65475  1.79929
P  1.99268  -0.33501  0.43384
Cl  -0.21853  -2.03131  0.24732
Cl  3.30630  -1.17238  -0.77703
Cl  2.29663  2.04107  -0.00192
H  0.20097  -0.31068  -1.26371
H  -0.21050  0.50350  0.24011

Values from the calculation:
Relative energy (zero: lowest compared OMol25 entry of this formula, charge and spin): 0.8480 eV
Frontier orbital gap: 0.385 Ha

Partial atomic charges computed with the Löwdin method, in multiples of e:
1 C -0.69
2 O -0.38
3 P 0.07
4 Cl 0.54
5 Cl 0.39
6 Cl 0.00
7 H 0.01
8 H 0.05

2.
ORCA calculation (ωB97M-V/def2-TZVPD) on 2 unconnected molecules or ions with the total composition C24H43ClN6O6S2 at a distorted geometry.

Atoms and positions in Å:
C  -1.70786  2.79983  3.49967
C  -0.88511  1.78125  4.30748
S  0.55857  1.07552  3.47082
C  -0.21212  0.54541  1.91320
C  0.17526  -0.90467  1.47459
C  -0.74379  -1.80961  2.30576
C  -0.33655  -3.27882  2.59637
N  -1.50587  -4.12032  2.36267
N  0.73958  -3.81649  1.76223
N  0.02574  -3.33351  4.02623
O  1.47170  -1.14868  2.03240
C  2.35917  -1.57136  1.12195
O  3.47987  -1.80452  1.41812
C  1.72888  -1.69098  -0.24275
C  2.74777  -1.18478  -1.26997
C  3.19859  -2.26046  -2.28541
S  5.01528  -2.52145  -2.36610
C  5.19330  -3.76131  -1.16467
N  5.84123  -3.74096  -0.04612
N  5.68852  -5.00681  0.51981
C  4.94850  -5.67092  -0.30255
O  4.59695  -4.97322  -1.39798
C  0.26772  -1.10876  -0.10923
C  -0.72578  -2.17205  -0.60767
C  -2.22974  -1.92152  -0.65561
O  -2.91076  -2.71190  -1.23270
N  -2.84435  -0.80292  0.03804
C  -3.38441  0.18486  -0.92069
C  -3.99121  -1.33484  0.81354
C  0.04987  0.17559  -0.92678
C  -0.44499  0.08640  -2.36881
C  -0.44322  1.49531  -2.97188
Cl  0.46727  -0.99641  -3.47424
H  -1.70108  3.78007  3.96972
H  -2.74650  2.48284  3.42960
H  -1.34147  2.93033  2.48536
H  -0.50557  2.26842  5.19999
H  -1.52633  0.96320  4.62645
H  0.06866  1.27911  1.17606
H  -1.28776  0.57001  2.04988
H  -1.76182  -1.80060  1.95516
H  -0.78275  -1.33026  3.28273
H  -1.25844  -5.09785  2.43456
H  -2.24416  -3.89439  3.01568
H  1.50982  -4.15739  2.31513
H  0.41520  -4.52732  1.12343
H  0.01158  -4.30778  4.30396
H  0.95724  -2.96037  4.18195
H  1.58005  -2.76427  -0.33741
H  3.64738  -0.85526  -0.75937
H  2.39168  -0.34091  -1.84795
H  2.96024  -1.97115  -3.30198
H  2.77033  -3.23148  -2.06416
H  4.61896  -6.68705  -0.18145
H  -0.47040  -2.45807  -1.62586
H  -0.63922  -3.08724  -0.02967
H  -3.81864  -0.30645  -1.79317
H  -2.64575  0.92684  -1.20181
H  -4.18732  0.71978  -0.41875
H  -4.88097  -1.45645  0.19970
H  -4.19203  -0.64660  1.63331
H  -3.72758  -2.29320  1.24892
H  -0.72180  0.75080  -0.43186
H  0.93478  0.81230  -0.89628
H  -1.46025  -0.28521  -2.42830
H  -1.23332  1.57934  -3.71756
H  0.49518  1.70369  -3.47241
H  -0.63654  2.23204  -2.19936
C  -0.30803  7.59012  -3.45624
C  -0.79973  6.16019  -3.53253
O  0.18434  5.22658  -3.07701
C  0.33371  4.89319  -1.78014
C  -0.38202  5.69237  -0.71437
O  1.07923  3.99440  -1.50390
H  -0.10565  7.89236  -2.42874
H  -1.05271  8.26895  -3.87197
H  0.61693  7.69888  -4.02172
H  -1.74065  6.01878  -2.99891
H  -0.98052  5.88275  -4.56949
H  0.28015  6.48960  -0.37934
H  -0.57790  5.03119  0.12600
H  -1.32653  6.12420  -1.03558

Values from the calculation:
Relative energy (zero: lowest compared OMol25 entry of this formula, charge and spin): 0.2339 eV
Frontier orbital gap: 0.318 Ha

Löwdin population analysis, charges in e, atoms 1 to 8:
1 C -0.15
2 C -0.54
3 S 0.92
4 C -0.39
5 C -0.35
6 C -0.06
7 C -0.61
8 N 0.08

3.
ORCA calculation (ωB97M-V/def2-TZVPD) on a molecular structure, C32H37ClMoN2Si2 at a distorted geometry.

Atoms and positions in Å:
C  -1.07727  -0.25399  0.62939
C  -1.64444  0.16765  -0.62151
C  -1.48505  -0.90448  -1.55663
H  -2.18651  1.09447  -0.80259
C  -0.79012  -1.97388  -0.90730
C  -0.54546  -1.57974  0.44872
H  -0.14271  -2.21704  1.23019
H  -1.13816  0.28301  1.57294
H  -1.89292  -0.93810  -2.56086
H  -0.55072  -2.93863  -1.34671
Mo  0.52360  -0.21075  -0.90660
Si  1.23578  0.32838  -4.11897
C  0.22872  1.95109  -4.06638
C  0.89567  3.12882  -4.43242
H  1.97659  3.10377  -4.59147
C  0.17130  4.29458  -4.69817
H  0.69871  5.18733  -5.03927
C  -1.21798  4.31162  -4.54756
H  -1.77573  5.22448  -4.75142
C  -1.88630  3.15238  -4.14631
H  -2.97518  3.15112  -4.05004
C  -1.16845  1.97771  -3.89104
H  -1.71826  1.07729  -3.59906
C  0.31893  -1.33277  -4.48975
C  -0.91970  -1.30925  -5.16798
H  -1.29694  -0.37696  -5.60452
C  -1.63644  -2.49014  -5.37170
H  -2.56392  -2.45802  -5.94320
C  -1.17741  -3.69356  -4.83841
H  -1.74530  -4.60912  -4.99374
C  -0.00236  -3.71137  -4.08592
H  0.34487  -4.64805  -3.64648
C  0.74316  -2.54132  -3.90552
H  1.67459  -2.57756  -3.32999
H  0.35232  0.11715  -2.70910
Si  1.37215  0.11537  -6.55087
C  1.41079  -1.44274  -7.53564
C  0.73163  -1.48868  -8.77487
H  0.48683  -0.55964  -9.29105
C  0.34491  -2.72284  -9.30440
H  -0.24362  -2.75445  -10.22438
C  0.71206  -3.90933  -8.65807
H  0.39310  -4.87172  -9.05909
C  1.52292  -3.87142  -7.51595
H  1.83864  -4.79659  -7.02450
C  1.92662  -2.64346  -6.99621
H  2.59483  -2.60079  -6.13630
C  0.71367  1.56025  -7.51036
C  -0.67891  1.77437  -7.59577
H  -1.36454  1.06565  -7.12678
C  -1.17660  2.88474  -8.28159
H  -2.25741  3.03297  -8.34245
C  -0.29634  3.78220  -8.89536
H  -0.69270  4.63399  -9.44814
C  1.08723  3.58734  -8.80318
H  1.77444  4.28720  -9.28498
C  1.59423  2.48671  -8.10879
H  2.66859  2.32219  -8.02979
H  2.48770  0.67284  -4.81632
Cl  2.82059  0.09779  -2.53068
N  2.26314  -0.74591  0.32859
C  2.40542  0.05271  1.57264
C  2.64462  1.54898  1.35010
C  2.27736  2.20184  0.02446
N  0.89131  1.88138  -0.42409
H  3.09380  -0.66174  -0.26377
H  2.20058  -1.74528  0.55329
H  1.49650  -0.10917  2.16433
H  3.24682  -0.36040  2.14974
H  2.12727  2.07643  2.16357
H  3.71029  1.75241  1.52541
H  2.34039  3.29277  0.13650
H  2.96655  1.91202  -0.77228
H  0.64412  2.41272  -1.26818
H  0.21916  2.19076  0.28449

Values from the calculation:
Spin multiplicity: 3
Total charge: +2
Frontier orbital gap (alpha / beta): 0.192 / 0.143 Ha
Expectation value of S²: 2.075

Löwdin population analysis, charges in e, atoms 1 to 8:
1 C -0.17
2 C -0.17
3 C -0.18
4 H 0.14
5 C -0.17
6 C -0.17
7 H 0.14
8 H 0.13